[1]
Entry from the OMol25 dataset: a cluster of 2 separate species, C3H4N4O2S in total in a non-equilibrium geometry (the ωB97M-V functional and the def2-TZVPD basis).

Each line ends with the natural charge from an NBO analysis.
Atoms and positions in Å:
C -0.37789 -0.93842 0.85194  0.12
C -2.15608 1.43849 -1.21704  1.03
C 1.22055 0.76502 0.85745  -0.44
N -0.83120 -1.90515 -0.01744  -0.25
N -0.03239 -2.05058 -0.99213  0.08
N 0.98466 -1.20146 -0.88960  -0.27
N 0.89086 -0.57200 0.52186  -0.25
O -1.71099 0.56306 -1.81652  -0.52
O -2.46831 2.43726 -0.70755  -0.51
S -1.33608 -0.58513 2.11633  -0.11
H 0.43533 1.16319 1.50203  0.26
H 2.21075 0.80906 1.41545  0.21
H 1.34041 1.26742 -0.12984  0.21
H 1.83037 -1.19074 -1.49494  0.43

Properties
- LUMO level (spin up / spin down): -0.29 / -0.29 eV
- SMILES string: Cn1[nH]nnc1=S.O=C=O
- Orbital gap (spin up / spin down): 8.4 / 8.4 eV

[2]
Entry from the OMol25 dataset: an isolated molecule of C3H4N4S in a non-equilibrium geometry (the ωB97M-V functional and the def2-TZVPD basis).

Each line ends with the natural charge from an NBO analysis.
Atoms and positions in Å:
C -1.67707 -1.00859 1.18394  -0.08
C 1.21655 0.78340 -1.43094  -0.07
C -0.00575 0.10735 -1.04268  -0.02
H -2.16492 -1.08363 0.18964  0.22
H -2.14980 -1.38601 2.06963  0.19
H 1.49331 0.92691 1.56017  0.41
H 1.51127 1.04210 -2.44944  0.23
N -0.52741 -0.50244 1.37291  -0.25
N 0.16242 0.01871 0.31539  -0.07
N 1.41478 0.48549 0.64354  -0.20
N 1.98605 1.04098 -0.41984  -0.17
S -1.25942 -0.42427 -1.99232  -0.19

Properties
- LUMO level: -0.17 eV
- SMILES string: C=Nn1[nH]ncc1=S
- Orbital gap: 8.2 eV

[3]
Entry from the OMol25 dataset: the ion C3H4N5O2 with charge -1 in a non-equilibrium geometry (the ωB97M-V functional and the def2-TZVPD basis).

Each line ends with the natural charge from an NBO analysis.
Atoms and positions in Å:
C -0.50288 -2.16870 0.80854  0.12
C 0.44486 -0.25881 -0.14999  0.55
C -1.13711 1.29202 0.86444  -0.40
N 0.43109 -2.05954 -0.12459  -0.55
N -1.23170 -1.12785 1.21271  -0.44
N 1.20474 0.67195 -0.67455  -0.51
N -0.57353 -0.02882 0.68877  -0.23
N 1.84885 0.52711 -1.83100  0.62
O 1.47468 -0.29637 -2.66569  -0.46
O 2.74592 1.35373 -2.05761  -0.48
H -0.91144 -3.02436 1.28300  0.17
H -0.88240 1.79961 1.70273  0.19
H -0.76923 2.02172 0.16911  0.22
H -2.14184 1.29830 0.77413  0.20

Properties
- LUMO level: 3.82 eV
- Charge: -1
- SMILES string: Cn1ncnc1N=[N+]([O-])[O-]
- Orbital gap: 7.6 eV

[4]
Entry from the OMol25 dataset: the ion C3H4NO with charge +1 in a non-equilibrium geometry (the ωB97M-V functional and the def2-TZVPD basis).

Each line ends with the natural charge from an NBO analysis.
Atoms and positions in Å:
C -0.64307 -0.29093 -0.13814  0.51
C 1.70363 0.25299 0.02779  -0.46
C -2.07546 -0.20263 -0.16288  0.30
N 0.45358 -0.00709 -0.15964  -0.10
O -3.21568 0.31884 -0.22257  -0.27
H 2.27094 -0.39813 -0.62954  0.29
H 1.97585 0.09980 1.02965  0.28
H 1.58291 1.36294 -0.24718  0.29
H -2.05269 -1.13578 0.50251  0.16

Properties
- LUMO level: -7.15 eV
- Charge: +1
- SMILES string: C[N+]#CC=O
- Orbital gap: 8.7 eV

[5]
Entry from the OMol25 dataset: the ion C3H4NO2 with charge -1 in a non-equilibrium geometry (the ωB97M-V functional and the def2-TZVPD basis).

Each line ends with the natural charge from an NBO analysis.
Atoms and positions in Å:
C -0.68839 0.04785 -1.25136  -0.36
C -1.31679 -0.32904 -0.15700  -0.02
C 0.70758 -0.06514 0.90965  0.03
N 1.35408 0.06737 -0.39915  -0.08
O 1.82204 1.24329 -0.73873  -0.60
O -0.64397 -0.33357 1.07169  -0.56
H -0.87181 0.15892 -2.25630  0.17
H -2.31374 -0.83292 -0.14392  0.15
H 1.13291 -0.91238 1.58273  0.14
H 0.81808 0.95561 1.38239  0.14

Properties
- LUMO level (spin up / spin down): 4.36 / 4.36 eV
- Charge: -1
- Orbital gap (spin up / spin down): 6.4 / 6.5 eV

[6]
Entry from the OMol25 dataset: a cluster of 2 separate species, C3H4NO2 in total in a non-equilibrium geometry (the ωB97M-V functional and the def2-TZVPD basis).

Each line ends with the natural charge from an NBO analysis.
Atoms and positions in Å:
C -0.95464 0.35064 -0.08240  -0.68
C 0.29857 -0.18860 -0.02526  0.69
C -2.30247 -0.03340 -0.04590  0.90
N 1.01922 -1.19260 -0.19825  -0.74
O -3.40293 -0.11351 -0.00652  -0.25
O 1.74314 1.33571 -0.11231  -0.71
H -1.02853 1.42217 -0.06964  0.35
H 1.98730 -0.86321 -0.37116  0.50
H 1.87474 1.47178 0.86753  0.47
H 0.76561 -2.18899 0.04392  0.47

Properties
- LUMO level (spin up / spin down): -6.01 / -6.01 eV
- Charge: +1
- Orbital gap (spin up / spin down): 9.6 / 9.6 eV

[7]
Entry from the OMol25 dataset: a structure of composition C3H4NO2 in a non-equilibrium geometry (the ωB97M-V functional and the def2-TZVPD basis).

Each line ends with the natural charge from an NBO analysis.
Atoms and positions in Å:
C -0.58408 0.30502 -1.62336  -0.65
C -0.06022 0.05968 -0.38027  0.70
C -0.49018 -0.26159 -2.81948  0.88
N 0.63108 -0.88571 0.19304  -0.73
O -0.46307 -0.80032 -3.80685  -0.26
O -0.50719 1.52664 0.53341  -0.65
H -1.24905 1.09043 -1.70463  0.33
H 1.27289 -0.64594 0.95680  0.46
H -0.80302 1.20302 1.33330  0.47
H 0.79146 -1.81193 -0.13712  0.45

Properties
- LUMO level: -5.62 eV
- Charge: +1
- Orbital gap: 10.1 eV

[8]
Entry from the OMol25 dataset: the ion C3H4NO2 with charge +1 in a non-equilibrium geometry (the ωB97M-V functional and the def2-TZVPD basis).

Each line ends with the natural charge from an NBO analysis.
Atoms and positions in Å:
C -0.69121 0.03324 0.06015  0.59
C -1.95401 -0.61497 -0.00073  -0.10
C 2.02578 0.61254 0.00375  0.12
N 0.57770 -0.05179 0.05543  -0.08
O -1.65723 0.83524 0.03315  -0.31
O 1.68996 -0.80170 -0.01726  -0.24
H -2.24561 -1.12153 -0.84947  0.24
H -2.45417 -1.13371 0.95587  0.26
H 2.35824 0.89595 -1.02780  0.26
H 2.45973 0.85337 0.99795  0.26

Properties
- LUMO level: -4.18 eV
- Charge: +1
- SMILES string: C1O/C1=[N+]1\CO1
- Orbital gap: 12.0 eV

[9]
Entry from the OMol25 dataset: the ion C3H4NO3 with charge -1 in a non-equilibrium geometry (the ωB97M-V functional and the def2-TZVPD basis).

Each line ends with the natural charge from an NBO analysis.
Atoms and positions in Å:
C 0.00936 1.31432 -0.71250  -0.60
C 1.92132 0.70689 -0.02124  0.56
C -0.50523 -0.08340 -0.35266  -0.18
N 1.74316 -0.60247 -0.15566  0.03
O 2.74110 -1.56960 0.14389  -0.57
O 0.46370 -1.19337 -0.32210  -0.40
O 2.92586 1.18186 0.43748  -0.73
H 0.47903 1.05082 -1.82234  0.09
H -0.96558 -0.05381 0.68350  0.14
H -1.23576 -0.66531 -1.02934  0.17
H 3.51360 -0.91603 0.12640  0.48

Properties
- LUMO level: 3.98 eV
- Charge: -1
- Orbital gap: 7.3 eV

[10]
Entry from the OMol25 dataset: the ion C3H4NO3 with charge -1 in a non-equilibrium geometry (the ωB97M-V functional and the def2-TZVPD basis).

Each line ends with the natural charge from an NBO analysis.
Atoms and positions in Å:
C -2.30609 0.46087 0.39423  0.28
C -0.44444 -1.01626 0.11581  0.73
C 1.94310 0.30926 -0.31920  -0.35
N -1.58211 -0.64545 0.58853  -0.54
O -2.45119 1.14490 -0.59695  -0.72
O 0.15028 -1.93255 -0.29760  -0.64
O 0.67592 0.31466 0.15157  -0.33
H -2.95271 0.58046 1.36468  0.03
H 2.62290 0.23164 0.49692  0.20
H 2.24429 1.19915 -0.98027  0.15
H 2.10006 -0.64669 -0.91773  0.19

Properties
- 2S+1: 3
- LUMO level (spin up / spin down): 3.99 / 0.87 eV
- Charge: -1
- Orbital gap (spin up / spin down): 3.0 / 5.2 eV